# 1
Computed, not measured: a structure of composition C31H20IrN4 at a distorted geometry, with ωB97M-V with the def2-TZVPD basis set.

Computed properties:
Spin multiplicity: 6
Energy above the lowest of the compared OMol25 structures with the same formula, charge and spin (kJ/mol): 7.82
HOMO (spin up / spin down) (eV): -14.00 / -14.55
HOMO-LUMO gap (spin up / spin down) (eV): 6.586 / 5.247
E_tot (hartree): -1515.96904
Charge: +2
Lowest unoccupied orbital energy (spin up / spin down) (eV): -7.413 / -9.304

CARTESIAN COORDINATES (ANGSTROEM)
C -0.1814 3.9233 4.4102
C 2.5952 -1.9370 3.6414
C -3.3286 0.2834 -0.5858
C 0.2338 3.0001 5.3761
C 3.2653 -3.3100 1.6879
C -2.4444 0.8728 1.3801
H 1.1653 1.1282 5.7924
C 0.0921 0.9289 -2.1211
H -3.9861 0.0411 -1.4044
C 3.3594 -3.4470 0.3310
C 1.0191 1.4835 3.6742
C 2.9007 -2.4194 -0.5178
C 1.8094 2.2778 -1.8929
N 0.7457 1.8115 -1.2438
H -2.7948 -0.2424 -6.1988
H -0.2637 4.3800 2.3298
H -4.6488 0.5345 1.1440
N -4.1709 -3.4176 -6.7426
C 2.3654 -1.2731 0.0006
H 3.6191 -4.0891 2.3513
C -1.1484 0.3308 -1.8873
C 2.2551 -1.1048 1.3965
N 1.7303 0.0363 1.9148
C 0.5614 2.4137 2.6893
H 0.1039 3.2313 6.4254
C -3.6668 -2.7621 -5.9456
C -3.6655 0.5489 0.7024
N -1.4056 0.8290 0.5571
Ir 0.5903 1.5942 0.8076
C 1.9222 1.7034 -3.1949
C -2.6216 -0.6650 -5.2189
C -2.2301 -1.7504 -2.6848
H 2.0348 -0.4717 -0.6518
C 0.8725 0.8499 -3.3332
H -2.0620 -2.1798 -1.7045
H 3.7961 -4.3385 -0.0973
H 1.9903 -0.6258 5.1916
H 2.9859 -2.5416 -1.5893
C 1.6320 0.2237 3.2340
C -2.8349 -2.5093 -3.6668
C -2.0024 0.0839 -4.2364
C 2.7128 -2.1412 2.2512
H -1.7253 1.1101 -4.4416
C -1.7941 -0.4496 -2.9617
H -2.3163 1.1141 2.4260
H 2.9249 -2.7179 4.3157
H -0.6426 4.8567 4.7031
C -1.9007 0.4652 -0.6903
C 0.0170 3.6447 3.0729
H -3.1574 -3.5208 -3.4625
C -3.0327 -1.9673 -4.9375
H 0.6555 0.2225 -4.1812
H 2.4649 3.0125 -1.4467
H 2.7011 1.9168 -3.9090
C 2.0724 -0.7728 4.1262
C 0.8316 1.8012 5.0157

Here are the natural (NBO) charges for atoms 1 to 8, given in e:
1 C -0.162
2 C -0.065
3 C -0.192
4 C -0.097
5 C -0.142
6 C 0.178
7 H 0.236
8 C 0.153


# 2
Computed, not measured: a cluster of 2 separate species, C31H22BCl2F3O2S in total at a distorted geometry, with ωB97M-V with the def2-TZVPD basis set.

Computed properties:
Spin multiplicity: 1
Energy above the lowest of the compared OMol25 structures with the same formula, charge and spin (kJ/mol): 314.57
HOMO (eV): -7.12
HOMO-LUMO gap (eV): 3.703
E_tot (hartree): -2988.01392
Charge: 0
Lowest unoccupied orbital energy (eV): -3.416

CARTESIAN COORDINATES (ANGSTROEM)
C 3.7558 0.6197 -3.7728
B 0.1265 0.1656 1.5016
H -2.2271 -0.4283 -0.0143
Cl -4.9475 1.1352 -4.4072
C -0.6558 1.0043 5.2461
C 2.7886 2.7771 -1.0274
H -0.9458 2.0824 -1.8381
C -3.5074 0.6882 -3.5969
H -0.6583 -4.3671 2.5773
H -3.6713 -1.4051 -4.1249
H -3.0937 2.7143 -2.9425
H 2.0136 0.3455 7.0471
H 2.0614 2.0820 6.6905
H -1.5857 -2.0410 -2.8696
C -0.9867 -3.5179 1.9899
H -2.0278 0.7020 3.5248
F -4.1085 -4.8042 1.5695
C 0.5311 3.2626 -0.2473
H -0.3776 3.8560 -0.1885
C 0.1934 -0.3718 -1.8375
C -2.8458 -4.9095 1.0451
C -1.9447 -1.0100 -2.9032
C 2.5616 1.2016 -4.2317
F -2.2321 -5.9329 1.7031
C 1.7713 1.2899 0.5119
C -1.1304 -0.0133 -2.3167
C 3.7324 -0.5175 -2.9417
C 1.4014 1.2120 6.7741
C -2.7609 1.6799 -2.9405
F -2.9891 -5.2984 -0.2611
C -1.8607 -1.2986 0.5314
C 1.3538 0.7477 -3.7253
C 0.0985 0.4826 3.0974
H 0.5799 -2.2099 2.7083
C -0.2875 -2.3103 2.0532
H -3.3997 -2.6068 -0.2335
C 1.3342 -0.1998 -2.6499
H 4.6638 -1.0391 -2.7439
C 2.9080 1.6754 -0.1923
C -1.0029 0.7360 3.8761
C -1.5725 1.3278 -2.3166
C -0.7212 -1.2286 1.3114
C 1.6291 3.5608 -1.0478
O -0.4833 1.3758 0.9032
H 3.6188 3.0413 -1.6851
O 1.5428 0.0739 1.0430
H 1.5772 4.4298 -1.7053
S 1.5544 0.5908 4.0197
H -1.3927 1.1982 6.0181
C -2.0884 -3.6115 1.1533
H 0.2754 -1.0503 -0.9952
H 2.6057 2.0035 -4.9653
H 0.4148 1.1495 -4.1158
H 0.6833 1.3955 7.5774
C 0.5807 2.0682 0.4604
C 2.5377 -0.9172 -2.3699
H 3.8027 1.0691 -0.1135
C 0.7001 0.9827 5.4910
C -2.5378 -2.5177 0.4217
C -3.0935 -0.6553 -3.5928
Cl 5.2542 1.2910 -4.2611
H 2.4840 -1.7557 -1.6716

Here are the natural (NBO) charges for atoms 1 to 8, given in e:
1 C 0.077
2 B 0.770
3 H 0.216
4 Cl 0.042
5 C -0.252
6 C -0.242
7 H 0.239
8 C -0.032


# 3
Computed, not measured: a structure of composition C31H23BrCrN4O4 at a distorted geometry, with ωB97M-V with the def2-TZVPD basis set.

Computed properties:
Spin multiplicity: 2
Energy above the lowest of the compared OMol25 structures with the same formula, charge and spin (kJ/mol): 124.39
HOMO (spin up / spin down) (eV): -10.82 / -10.87
HOMO-LUMO gap (spin up / spin down) (eV): 5.644 / 5.643
E_tot (hartree): -5333.27006
Charge: +1
Lowest unoccupied orbital energy (spin up / spin down) (eV): -5.174 / -5.227

CARTESIAN COORDINATES (ANGSTROEM)
H -2.0727 3.8571 1.1212
C -4.7959 1.0441 -1.6134
C 2.3033 -4.6612 -4.1370
H 0.1956 1.3366 2.8634
C 0.1849 2.5092 0.4467
C -1.7351 -3.3129 0.5344
H -1.6863 -3.8271 -0.4154
O -6.0850 1.0672 -1.9779
C -4.3568 1.2008 -0.2992
H -1.3391 0.8415 3.6042
C -1.9441 -1.8914 2.9358
C -0.4673 0.5025 3.0453
H -0.8056 4.6355 -3.5840
H -2.6314 1.3055 0.9398
C -0.2640 3.6990 -1.7322
H 2.5782 -5.5161 -4.7381
O 2.5838 0.4405 1.4624
C 1.1809 -3.7630 -2.2057
C -2.6267 4.7613 -0.7284
C -2.2798 4.9645 -2.0620
H -0.0916 2.6492 1.4892
C 1.6614 -0.0159 -2.2666
C -3.8544 0.8483 -2.6129
H -2.6478 -4.9307 1.5984
Cr -0.0599 0.5282 -0.1929
C -2.2855 -3.9145 1.6568
H -3.5376 5.1951 -0.3385
H -2.8381 -3.6702 3.7100
N -0.7845 -1.3593 -0.5636
H 3.4541 -0.8782 -4.9909
Br -1.2902 0.5155 -3.6473
H -2.0403 -1.3455 3.8605
C 1.5355 -4.8421 -2.9819
H 0.0509 -0.2889 3.5859
C -1.8001 4.0073 0.0832
H 3.3315 -3.2660 -5.3913
C -3.0046 1.1675 -0.0662
H -6.6535 1.2347 -1.2160
C -1.0846 4.4496 -2.5561
C 2.5217 0.1466 -3.4013
O 1.1286 0.9534 -1.6203
H 1.2386 2.7709 0.3374
H -4.1549 0.7258 -3.6406
C -1.2605 -2.0133 0.6221
C -0.6291 3.4304 -0.4127
C -2.3912 -3.2039 2.8438
H 0.6539 3.2914 -2.1292
H -5.0437 1.3612 0.5193
C 2.7247 -3.3998 -4.5061
C 2.3774 -2.2872 -3.7357
N 0.5496 -1.2623 -0.6935
O -0.8915 -0.0126 1.7604
C -1.3772 -1.3182 1.8094
C 1.5845 -2.4747 -2.5837
H 0.6114 -3.9018 -1.2971
N -3.8555 6.3025 -3.6225
H 1.2283 -5.8371 -2.6922
N -2.0683 0.9869 -1.0150
C 1.2432 -1.3001 -1.8516
H 2.8488 1.1367 -3.6828
C -3.1590 5.7126 -2.9267
C -2.5211 0.8190 -2.2548
C 2.8367 -0.9610 -4.1052
C 1.6262 0.4794 0.8655

Here are the natural (NBO) charges for atoms 1 to 8, given in e:
1 H 0.201
2 C 0.376
3 C -0.172
4 H 0.213
5 C -0.632
6 C -0.191
7 H 0.232
8 O -0.621